(1)
{
  "formula": "H4OP2S",
  "method": "the ωB97M-V functional and the def2-TZVPD basis",
  "gap_ev": [7.39, 6.30],
  "charge": 0,
  "e_homo_ha": [-0.3282, -0.3109],
  "lumo_ev": [-1.5458, -2.1589],
  "de_lowest_ev": 3.244,
  "elements": ["O", "P", "P", "S", "H", "H", "H", "H"],
  "coordinates": [[0.666, 0.054, -0.525], [2.016, -0.190, 0.084], [-2.767, 0.382, 0.092], [-1.406, -1.066, -0.151], [1.855, -0.512, 1.546], [2.267, -1.581, -0.282], [-2.561, 0.589, 1.474], [-2.019, 1.385, -0.549]],
  "atomic_forces_ev_per_a": [[-1.84, 1.08, -0.53], [0.97, -2.37, 1.75], [-0.16, -0.32, 0.20], [0.52, -0.94, -0.52], [0.19, 0.64, -1.18], [0.44, 0.72, 0.12], [-0.02, 0.75, -0.08], [-0.10, 0.44, 0.25]],
  "lowdin_charge": [-0.7759, 0.6663, 0.3190, 0.2120, -0.0588, -0.0723, -0.1537, -0.1365]
}



(2)
{
  "formula": "C3H5N3",
  "method": "the ωB97M-V functional and the def2-TZVPD basis",
  "gap_ev": 9.08,
  "charge": 0,
  "e_homo_ha": -0.3225,
  "lumo_ev": 0.3006,
  "de_lowest_ev": 4.278,
  "smiles": "Nc1cn[nH]c1",
  "elements": ["N", "C", "C", "N", "N", "C", "H", "H", "H", "H", "H"],
  "coordinates": [[0.303, -0.270, 1.594], [0.603, 0.397, 0.336], [-0.440, 1.008, -0.268], [-0.798, 0.235, -1.397], [0.323, -0.613, -1.673], [1.153, -0.467, -0.691], [-0.459, -0.866, 1.198], [-0.222, 0.368, 2.187], [-1.172, 1.674, 0.178], [-1.373, -0.437, -0.813], [2.082, -1.029, -0.652]],
  "atomic_forces_ev_per_a": [[-0.03, 0.03, 0.44], [-0.27, -0.10, -0.29], [-0.18, -0.31, 0.24], [0.00, 0.12, -0.32], [0.30, -0.01, 0.08], [-0.19, -0.16, -0.11], [0.75, 0.01, 1.15], [0.28, 0.06, 0.29], [-0.03, -0.28, -0.02], [-0.41, 0.58, -1.48], [-0.22, 0.05, 0.02]],
  "lowdin_charge": [0.0578, -0.3293, -0.1087, -0.0453, 0.0282, -0.1387, 0.0874, 0.0714, 0.1175, 0.1473, 0.1123]
}



(3)
{
  "formula": "C7H12S",
  "method": "the ωB97M-V functional and the def2-TZVPD basis",
  "gap_ev": 9.24,
  "charge": 0,
  "e_homo_ha": -0.3056,
  "lumo_ev": 0.9291,
  "de_lowest_ev": 1.216,
  "smiles": "C1CC2(C1)CCSC2",
  "elements": ["C", "C", "C", "C", "C", "C", "C", "H", "H", "H", "H", "H", "H", "H", "H", "H", "H", "H", "H", "S"],
  "coordinates": [[2.140, 0.126, 0.348], [0.773, 0.191, 1.158], [0.024, -0.298, -0.136], [1.456, -0.776, -0.687], [-0.710, 0.902, -0.732], [-2.026, 1.120, 0.019], [-1.043, -1.372, -0.055], [2.358, 1.054, -0.134], [2.998, -0.274, 0.891], [0.501, 1.170, 1.560], [0.759, -0.546, 2.002], [1.678, -0.617, -1.780], [1.665, -1.809, -0.414], [-0.137, 1.820, -0.662], [-0.933, 0.746, -1.831], [-2.007, 1.612, 1.002], [-2.767, 1.579, -0.672], [-1.095, -1.987, -0.987], [-0.945, -2.065, 0.832], [-2.687, -0.574, 0.278]],
  "atomic_forces_ev_per_a": [[-1.18, -0.31, 0.59], [0.82, -0.83, 0.11], [0.67, -0.16, 0.48], [-0.85, 0.52, -0.60], [0.06, 0.38, -1.29], [-1.02, -0.73, -0.77], [-0.75, -1.39, 1.04], [0.36, 0.83, 0.11], [-0.03, 0.14, -0.22], [-0.11, -0.11, -0.11], [-0.02, 0.49, -0.76], [-0.19, -0.13, 1.07], [-0.43, -0.19, -0.23], [0.40, 0.14, -0.10], [0.14, 0.03, 1.13], [0.38, 0.10, -0.56], [0.59, 0.20, 0.74], [0.07, 0.57, 0.68], [0.42, 0.55, -1.10], [0.66, -0.09, -0.22]],
  "lowdin_charge": [-0.1599, -0.1036, -0.4939, -0.1139, -0.2286, -0.4673, -0.4240, 0.0882, 0.0983, 0.0994, 0.1197, 0.1190, 0.1029, 0.1103, 0.1379, 0.0686, 0.0714, 0.0887, 0.0817, 0.8050]
}



(4)
{
  "formula": "C32H30BrFNO5P2RuS",
  "method": "the ωB97M-V functional and the def2-TZVPD basis",
  "gap_ev": [8.33, 6.14],
  "charge": 0,
  "multiplicity": 2,
  "e_homo_ha": [-0.3014, -0.3009],
  "lumo_ev": [0.1281, -2.0481],
  "de_lowest_ev": 2.030,
  "elements": ["Ru", "O", "S", "O", "O", "O", "O", "C", "C", "C", "N", "C", "Br", "C", "H", "H", "H", "H", "C", "C", "P", "C", "C", "C", "C", "C", "C", "C", "C", "C", "C", "C", "C", "C", "P", "C", "C", "C", "C", "C", "C", "C", "C", "C", "C", "C", "C", "H", "H", "H", "H", "H", "H", "H", "H", "H", "H", "H", "H", "H", "H", "H", "H", "H", "H", "H", "H", "H", "H", "H", "H", "H", "H", "F"],
  "coordinates": [[-0.055, 0.384, 0.822], [-0.449, 1.426, 3.952], [-1.165, 1.860, 2.731], [-2.184, 2.822, 3.001], [-1.707, 0.609, 2.020], [-0.159, 2.315, 1.686], [-1.950, -5.594, 0.890], [-1.540, -4.318, 0.784], [-2.402, -3.225, 0.881], [-1.881, -1.961, 0.767], [-0.575, -1.702, 0.536], [0.205, -2.767, 0.470], [0.974, -0.401, 3.016], [-0.193, -4.083, 0.573], [-2.898, -5.625, 1.065], [-3.460, -3.349, 1.068], [-2.516, -1.097, 0.887], [0.528, -4.883, 0.506], [-0.302, -0.497, -3.348], [1.039, -0.783, -2.674], [1.791, 0.814, -2.122], [3.382, 0.821, -3.036], [3.419, 0.484, -4.389], [4.594, 0.596, -5.118], [5.751, 1.058, -4.509], [5.722, 1.415, -3.169], [4.547, 1.303, -2.440], [2.383, 0.527, -0.421], [2.279, 1.642, 0.414], [3.049, 1.761, 1.579], [3.937, 0.765, 1.901], [4.052, -0.373, 1.086], [3.297, -0.486, -0.053], [-1.472, -0.301, -2.386], [-1.390, 0.940, -1.018], [-3.162, 0.960, -0.527], [-3.586, 2.047, 0.238], [-4.896, 2.136, 0.669], [-5.811, 1.146, 0.334], [-5.404, 0.065, -0.432], [-4.083, -0.029, -0.857], [-1.382, 2.542, -1.897], [-2.338, 2.751, -2.892], [-2.382, 3.947, -3.585], [-1.486, 4.962, -3.272], [-0.554, 4.774, -2.264], [-0.502, 3.564, -1.583], [-0.570, -1.328, -4.007], [-0.211, 0.389, -3.985], [1.713, -1.294, -3.361], [0.909, -1.434, -1.810], [2.523, 0.136, -4.890], [4.602, 0.324, -6.166], [6.668, 1.145, -5.077], [6.618, 1.783, -2.685], [4.545, 1.587, -1.394], [1.679, 2.484, 0.108], [2.931, 2.631, 2.210], [4.545, 0.848, 2.793], [4.758, -1.151, 1.346], [3.436, -1.337, -0.708], [-1.685, -1.253, -1.889], [-2.360, -0.045, -2.967], [-2.884, 2.823, 0.517], [-5.197, 2.975, 1.282], [-6.837, 1.217, 0.670], [-6.111, -0.708, -0.704], [-3.791, -0.888, -1.447], [-3.067, 1.979, -3.111], [-3.125, 4.095, -4.359], [-1.526, 5.904, -3.805], [0.132, 5.568, -2.001], [0.215, 3.435, -0.788], [1.497, -2.537, 0.284]],
  "atomic_forces_ev_per_a": [[0.00, -0.21, 0.08], [-0.01, 0.01, 0.09], [0.04, -0.08, -0.28], [-0.04, 0.07, 0.05], [-0.01, 0.01, 0.02], [-0.03, 0.09, 0.03], [0.00, 0.02, 0.00], [-0.02, -0.03, -0.01], [0.02, 0.00, 0.00], [-0.03, 0.02, 0.02], [0.02, -0.03, 0.10], [0.00, -0.02, -0.05], [0.02, 0.01, -0.01], [0.00, 0.06, -0.01], [-0.01, -0.01, 0.00], [0.00, -0.01, 0.00], [0.02, -0.02, 0.01], [0.00, 0.00, 0.00], [-0.03, 0.04, -0.03], [0.05, -0.02, -0.02], [-0.08, -0.02, 0.01], [0.03, 0.02, 0.01], [0.00, 0.00, 0.00], [-0.01, -0.01, 0.00], [0.02, 0.01, 0.01], [0.00, 0.00, -0.01], [0.01, 0.00, 0.01], [0.09, 0.15, 0.02], [0.05, 0.06, 0.06], [0.03, -0.06, -0.03], [0.00, -0.03, -0.01], [0.00, 0.03, 0.03], [-0.08, -0.05, -0.07], [-0.03, -0.04, 0.05], [-0.08, 0.04, -0.06], [0.02, 0.00, 0.02], [0.00, -0.01, 0.01], [-0.02, 0.01, 0.01], [0.00, 0.00, 0.00], [0.01, 0.00, 0.00], [-0.01, 0.00, 0.00], [-0.02, -0.07, -0.10], [0.04, -0.01, -0.02], [0.01, 0.02, 0.00], [-0.01, 0.02, 0.00], [-0.03, -0.03, -0.01], [0.05, 0.11, 0.08], [0.00, 0.01, 0.00], [0.00, -0.02, 0.00], [0.00, 0.00, 0.00], [-0.02, -0.01, 0.02], [-0.01, 0.00, 0.01], [0.00, 0.00, 0.00], [0.00, 0.00, 0.00], [0.00, 0.00, 0.00], [0.00, 0.00, -0.01], [-0.02, 0.01, -0.02], [0.00, 0.00, 0.00], [0.00, 0.00, 0.00], [0.00, 0.00, 0.00], [0.00, -0.01, 0.00], [0.03, 0.00, -0.01], [0.00, -0.05, 0.01], [0.00, -0.01, 0.00], [0.00, 0.00, 0.00], [0.00, 0.00, 0.00], [0.00, 0.00, 0.00], [0.00, 0.00, 0.00], [0.01, 0.05, -0.03], [0.00, 0.00, 0.00], [0.00, 0.00, -0.01], [0.01, 0.00, 0.00], [0.01, -0.05, 0.07], [0.02, 0.02, -0.01]],
  "mulliken_spin": [0.0865, 0.2350, -0.0318, 0.0263, 0.0084, 0.0072, 0.0000, 0.0005, -0.0007, 0.0009, 0.0092, -0.0094, 0.6666, -0.0030, 0.0000, 0.0000, 0.0017, 0.0006, 0.0026, -0.0041, -0.0044, -0.0003, -0.0001, 0.0001, 0.0003, 0.0001, 0.0003, -0.0201, 0.0007, -0.0121, 0.0120, 0.0078, 0.0247, -0.0053, -0.0052, 0.0019, 0.0007, 0.0013, -0.0002, 0.0001, 0.0002, -0.0003, -0.0009, 0.0004, -0.0002, 0.0000, -0.0005, 0.0001, -0.0001, 0.0003, 0.0011, 0.0000, 0.0000, 0.0000, 0.0000, 0.0002, 0.0032, 0.0021, -0.0015, -0.0057, -0.0026, 0.0009, 0.0012, -0.0025, -0.0001, -0.0001, 0.0000, 0.0001, 0.0000, 0.0000, 0.0000, 0.0000, 0.0002, 0.0058]
}



(5)
{
  "formula": "C15H37FN2O5P",
  "method": "the ωB97M-V functional and the def2-TZVPD basis",
  "gap_ev": 5.32,
  "charge": 1,
  "e_homo_ha": -0.4124,
  "lumo_ev": -5.9000,
  "elements": ["O", "C", "N", "N", "C", "C", "F", "P", "O", "H", "H", "H", "H", "H", "H", "H", "C", "C", "O", "C", "C", "H", "H", "H", "H", "H", "H", "H", "H", "H", "H", "C", "C", "O", "C", "C", "H", "H", "H", "H", "H", "H", "H", "H", "H", "H", "C", "C", "O", "C", "C", "H", "H", "H", "H", "H", "H", "H", "H", "H", "H"],
  "coordinates": [[-3.264, -4.082, -4.841], [-3.141, -3.143, -4.007], [-3.185, -1.870, -3.561], [-1.976, -1.619, -2.868], [-1.326, -0.356, -3.438], [0.213, -0.205, -2.881], [1.158, 0.066, -3.961], [-2.423, -1.449, -1.121], [-3.733, -0.598, -1.062], [-1.306, -2.391, -3.053], [-1.320, -0.380, -4.602], [-1.949, 0.593, -3.167], [0.485, -1.211, -2.353], [0.209, 0.681, -2.126], [-2.802, -2.766, -0.626], [-1.352, -0.889, -0.342], [2.542, 1.626, 2.919], [1.262, 1.206, 2.215], [1.484, 0.619, 0.936], [2.277, -0.565, 0.912], [1.690, -1.703, 1.728], [3.104, 2.334, 2.301], [2.311, 2.101, 3.877], [3.196, 0.776, 3.119], [0.646, 2.093, 2.048], [0.670, 0.533, 2.843], [3.300, -0.340, 1.227], [2.338, -0.877, -0.135], [1.610, -1.449, 2.787], [2.316, -2.595, 1.643], [0.682, -1.947, 1.374], [-9.402, 1.682, 0.987], [-8.083, 2.271, 1.460], [-7.115, 1.288, 1.810], [-6.722, 0.394, 0.776], [-6.105, 1.089, -0.425], [-9.827, 1.028, 1.756], [-10.118, 2.478, 0.767], [-9.281, 1.084, 0.082], [-8.266, 2.862, 2.361], [-7.671, 2.961, 0.718], [-7.569, -0.234, 0.478], [-5.979, -0.279, 1.215], [-6.808, 1.771, -0.908], [-5.788, 0.353, -1.168], [-5.235, 1.677, -0.121], [6.732, 0.392, -1.370], [6.239, 0.487, 0.065], [6.337, -0.740, 0.781], [7.643, -1.290, 0.918], [8.612, -0.374, 1.647], [6.176, -0.378, -1.915], [6.602, 1.349, -1.882], [7.790, 0.129, -1.421], [5.180, 0.759, 0.054], [6.757, 1.284, 0.607], [8.035, -1.580, -0.062], [7.532, -2.214, 1.492], [8.767, 0.566, 1.113], [9.585, -0.861, 1.757], [8.229, -0.127, 2.641]],
  "atomic_forces_ev_per_a": [[1.00, 6.45, 6.83], [-2.11, -1.71, -6.33], [-0.35, -5.60, -1.56], [2.31, 0.39, -0.40], [1.22, 2.42, -1.14], [-0.40, 0.15, 0.01], [-2.39, -0.76, 2.30], [-6.13, 2.73, 2.76], [4.65, -2.38, -0.52], [0.00, 0.58, 0.41], [-0.06, -0.47, 2.11], [0.85, -2.06, -0.17], [0.03, 1.86, -0.96], [0.49, -1.66, -1.41], [1.14, 0.51, -0.85], [0.09, -0.54, -0.93], [0.14, -0.04, -0.09], [0.12, 0.16, 0.22], [-0.28, -0.09, -0.44], [0.07, 0.04, 0.18], [0.00, 0.00, 0.10], [-0.11, -0.05, 0.09], [-0.01, -0.03, -0.13], [-0.04, 0.01, 0.08], [0.03, -0.15, -0.21], [0.05, -0.05, 0.05], [-0.03, -0.10, 0.04], [-0.03, 0.22, 0.00], [0.06, -0.06, -0.06], [-0.06, 0.10, -0.01], [0.02, -0.03, 0.02], [-0.04, -0.14, 0.00], [-0.12, -0.06, -0.04], [0.14, -0.08, 0.12], [-0.07, 0.17, 0.00], [-0.10, 0.17, -0.14], [0.04, 0.13, -0.07], [0.08, -0.07, 0.06], [-0.02, 0.08, -0.04], [0.20, -0.17, 0.01], [-0.03, -0.01, -0.08], [-0.02, 0.03, -0.09], [-0.10, 0.14, 0.15], [-0.03, -0.08, 0.01], [-0.09, 0.12, 0.13], [-0.05, -0.11, -0.02], [0.04, -0.09, -0.07], [0.13, -0.11, -0.06], [-0.29, -0.01, 0.03], [0.11, 0.05, 0.04], [-0.02, 0.15, 0.05], [0.03, 0.11, 0.06], [-0.01, -0.09, 0.06], [-0.01, 0.09, 0.00], [0.03, -0.17, 0.15], [0.07, 0.02, -0.04], [0.04, 0.07, 0.00], [-0.21, 0.12, -0.08], [0.08, -0.08, -0.02], [-0.11, 0.03, -0.01], [0.05, -0.07, -0.09]],
  "lowdin_charge": [0.1988, -0.0370, 0.1063, -0.3070, -0.0975, -0.1178, -0.0708, 0.8681, -0.3986, 0.1628, 0.1671, 0.1608, 0.1255, 0.1468, 0.0672, 0.0537, -0.0695, -0.2757, -0.1900, -0.2802, -0.0736, 0.0853, 0.0842, 0.0702, 0.1192, 0.1053, 0.0993, 0.1074, 0.0738, 0.0852, 0.0594, -0.0806, -0.2770, -0.1612, -0.2785, -0.1005, 0.0842, 0.0797, 0.0630, 0.1199, 0.1043, 0.1069, 0.1124, 0.0691, 0.0448, 0.0802, -0.0780, -0.2811, -0.1760, -0.2773, -0.0783, 0.0807, 0.0795, 0.0677, 0.1036, 0.1080, 0.1062, 0.1186, 0.0664, 0.0811, 0.0834]
}



(6)
{
  "formula": "C4H8N2O",
  "method": "the ωB97M-V functional and the def2-TZVPD basis",
  "gap_ev": 8.99,
  "charge": 0,
  "e_homo_ha": -0.3114,
  "lumo_ev": 0.5130,
  "de_lowest_ev": 3.800,
  "elements": ["C", "N", "C", "N", "C", "O", "C", "H", "H", "H", "H", "H", "H", "H", "H"],
  "coordinates": [[0.184, -2.119, -0.564], [0.014, -0.828, -1.244], [0.324, 0.425, -0.452], [1.347, 0.950, -0.942], [-0.626, 0.829, 0.630], [-1.669, 0.220, 0.789], [-0.201, 2.011, 1.457], [-0.583, -2.257, 0.202], [1.175, -2.127, -0.100], [0.128, -2.927, -1.297], [-0.878, -0.782, -1.740], [1.012, -0.261, -1.736], [0.241, 2.781, 0.820], [-1.051, 2.398, 2.022], [0.582, 1.689, 2.153]],
  "atomic_forces_ev_per_a": [[0.01, -0.08, 0.08], [-0.11, -0.04, -0.17], [0.32, 0.16, -0.21], [-0.35, -0.11, 0.23], [-0.23, -0.02, 0.17], [0.42, 0.20, -0.08], [-0.06, 0.04, 0.04], [0.11, 0.01, -0.10], [-0.15, -0.02, -0.05], [0.00, 0.11, 0.13], [0.14, 0.00, 0.07], [-0.06, -0.05, 0.01], [-0.06, -0.12, 0.08], [0.11, -0.08, -0.08], [-0.09, 0.02, -0.11]],
  "lowdin_charge": [-0.0665, -0.0614, -0.4562, 0.1085, -0.4084, 0.0741, -0.0199, 0.0840, 0.0935, 0.0846, 0.1438, 0.1650, 0.0805, 0.0842, 0.0943]
}